Record 1
Computed, not measured: one molecule with the formula C6H6FNO2 at a distorted geometry, with ωB97M-V/def2-TZVPD.

ORCA input file:
```
! wB97M-V def2-TZVPD RIJCOSX def2/J DEFGRID3
* xyz 0 1
C 2.824 1.309 -0.902
C 2.004 0.423 -0.674
C -0.929 -1.279 1.223
C -1.519 -2.234 -0.840
C 1.180 -0.487 -0.014
C -0.748 1.025 0.489
N -0.099 -0.296 0.471
O -1.112 -1.088 2.414
O -1.580 -2.147 0.461
F 1.398 -1.805 -0.108
H 3.379 2.188 -1.097
H -2.317 -2.910 -1.284
H -0.969 -1.506 -1.403
H -1.030 1.446 1.526
H -0.221 1.604 -0.247
H -1.775 0.834 0.045
*
```

Summary:
**HOMO (spin up / spin down)**: -6.87 / -8.33 eV
**F_max**: 3.510 eV/Å
**Gap between HOMO and LUMO (spin up / spin down)**: 6.69 / 8.53 eV


Record 2
Computed, not measured: C6H6HgO3 as an isolated structure at a distorted geometry, with ωB97M-V/def2-TZVPD.

ORCA input file:
```
! wB97M-V def2-TZVPD RIJCOSX def2/J DEFGRID3
* xyz 0 1
C 1.745 -0.405 0.238
C 0.745 0.433 0.478
C 0.236 1.514 -0.431
C -0.459 1.048 -1.707
O -1.835 0.951 -1.607
Hg -3.037 0.741 -0.389
H 0.219 0.348 1.439
H 1.022 2.213 -0.752
H -0.290 2.208 0.248
H -0.044 0.123 -2.153
H -0.203 1.781 -2.498
O 1.765 -1.706 0.860
H 1.844 -1.875 2.014
C 0.626 -2.743 1.562
C -0.623 -2.555 1.491
O -1.713 -2.077 1.208
*
```

Summary:
**HOMO (spin up / spin down)**: -9.29 / -8.08 eV
**F_max**: 11.412 eV/Å
**Gap between HOMO and LUMO (spin up / spin down)**: 7.89 / 5.70 eV


Record 3
Computed, not measured: one molecule with the formula C6H6I2N2S at a distorted geometry, with ωB97M-V/def2-TZVPD.

ORCA input file:
```
! wB97M-V def2-TZVPD RIJCOSX def2/J DEFGRID3
* xyz 0 1
C -0.539 3.101 0.105
C -1.265 1.197 -0.638
C -0.148 0.670 -0.016
C 0.796 -2.307 -1.284
C 0.534 -0.569 0.413
C -0.384 -1.480 1.238
N -1.452 2.498 -0.580
N 1.053 -1.225 -0.806
S 0.690 2.054 0.602
I -2.715 -0.095 -1.444
I 3.037 0.194 -1.418
H -0.588 4.066 0.550
H 1.182 -2.895 -2.000
H 1.467 -0.165 0.782
H 0.197 -2.397 1.534
H -1.257 -1.753 0.722
H -0.609 -0.895 2.240
*
```

Summary:
**HOMO (spin up / spin down)**: -8.61 / -8.50 eV
**F_max**: 4.274 eV/Å
**Gap between HOMO and LUMO (spin up / spin down)**: 7.73 / 7.20 eV


Record 4
Computed, not measured: an isolated ion of composition C6H6IN2 and charge +1 at a distorted geometry, with ωB97M-V/def2-TZVPD.

ORCA input file:
```
! wB97M-V def2-TZVPD RIJCOSX def2/J DEFGRID3
* xyz 1 1
C -0.353 -2.313 0.057
C -0.045 -0.896 0.113
N 1.193 -0.516 0.185
C 1.676 0.710 0.260
C 0.736 1.685 0.024
N -0.634 1.434 -0.123
C -1.222 0.249 0.018
I -3.260 0.008 -0.240
C -0.137 2.841 0.094
H -0.470 -2.682 1.049
H -1.419 -2.637 -0.368
H 0.457 -2.755 -0.382
H 2.671 0.781 0.424
H -0.441 3.376 0.976
H -0.320 3.424 -0.702
*
```

Summary:
**HOMO**: -13.69 eV
**SMILES**: Cc1ncc2[n+](c1I)C2
**F_max**: 4.559 eV/Å
**Gap between HOMO and LUMO**: 8.68 eV


Record 5
Computed, not measured: an isolated ion of composition C6H6N and charge +1 at a distorted geometry, with ωB97M-V/def2-TZVPD.

ORCA input file:
```
! wB97M-V def2-TZVPD RIJCOSX def2/J DEFGRID3
* xyz 1 1
C 0.271 1.868 0.030
C 1.055 0.832 -0.001
C 1.789 -0.197 -0.047
C 1.168 -1.568 0.044
N -0.132 -1.528 -0.046
C -1.016 -0.711 -0.011
C -2.200 -0.244 -0.046
H -0.104 2.201 -0.930
H -0.059 2.240 0.976
H 2.905 -0.033 -0.020
H 1.691 -2.552 0.120
H -2.460 0.745 0.321
H -2.909 -1.054 -0.389
*
```

Summary:
**HOMO**: -14.47 eV
**SMILES**: C=C=CC=[N+]=C=C
**F_max**: 4.954 eV/Å
**Gap between HOMO and LUMO**: 8.43 eV


Record 6
Computed, not measured: an isolated ion of composition C6H6N and charge +1 at a distorted geometry, with ωB97M-V/def2-TZVPD.

ORCA input file:
```
! wB97M-V def2-TZVPD RIJCOSX def2/J DEFGRID3
* xyz 1 3
C 2.828 0.054 -0.003
C 1.603 -0.123 0.089
C -0.829 -0.529 0.349
C 4.142 0.034 -0.031
C -2.103 -0.607 0.183
C -3.037 0.544 -0.197
N 0.414 -0.073 0.059
H 4.625 -0.832 0.236
H 4.693 0.878 -0.290
H -2.539 -1.618 0.547
H -3.717 0.441 0.619
H -3.526 0.422 -1.168
H -2.555 1.408 -0.394
*
```

Summary:
**HOMO (spin up / spin down)**: -11.97 / -13.98 eV
**F_max**: 7.585 eV/Å
**⟨S²⟩**: 2.015
**Gap between HOMO and LUMO (spin up / spin down)**: 5.82 / 5.81 eV


Record 7
Computed, not measured: C6H6N2 as an isolated structure at a distorted geometry, with ωB97M-V/def2-TZVPD.

ORCA input file:
```
! wB97M-V def2-TZVPD RIJCOSX def2/J DEFGRID3
* xyz 0 1
C 2.133 0.289 -0.082
C 0.626 0.166 -0.047
C -0.085 -0.739 0.991
C -1.032 -0.734 -0.358
C -1.366 0.868 -0.383
C -0.148 1.410 -0.086
H 0.369 -1.780 1.302
H -0.756 -0.099 1.754
H -2.074 -1.280 -0.444
H 0.789 -1.421 -1.128
H -2.367 1.419 -0.315
H 0.326 2.362 0.312
N 3.348 0.134 -0.218
N 0.236 -0.595 -1.297
*
```

Summary:
**HOMO**: -10.04 eV
**F_max**: 8.169 eV/Å
**Gap between HOMO and LUMO**: 10.77 eV


Record 8
Computed, not measured: one molecule with the formula C6H6N2 at a distorted geometry, with ωB97M-V/def2-TZVPD.

ORCA input file:
```
! wB97M-V def2-TZVPD RIJCOSX def2/J DEFGRID3
* xyz 0 1
C 0.455 2.354 -0.130
C 0.984 1.187 -0.039
C 1.290 -0.198 -0.040
C 2.540 -0.627 0.153
C 0.241 -1.362 -0.207
N -1.134 -1.286 -0.157
N -1.595 0.068 -0.096
C -2.873 0.102 0.087
H -0.161 3.270 -0.135
H 3.537 0.042 0.164
H 2.652 -1.729 0.061
H 0.725 -2.366 -0.322
H -3.132 1.338 -0.078
H -3.528 -0.794 0.737
*
```

Summary:
**HOMO**: -8.90 eV
**SMILES**: C#CC(=C)/C=N\N=C
**F_max**: 7.887 eV/Å
**Gap between HOMO and LUMO**: 8.75 eV


Record 9
Computed, not measured: one molecule with the formula C6H6N2 at a distorted geometry, with ωB97M-V/def2-TZVPD.

ORCA input file:
```
! wB97M-V def2-TZVPD RIJCOSX def2/J DEFGRID3
* xyz 0 1
C 2.756 -0.102 -0.256
C 1.578 -0.326 -0.052
C 0.097 -0.508 0.147
C -0.191 -1.932 0.644
N -0.413 -3.062 0.873
C -0.609 0.660 0.894
C -1.302 1.021 -0.439
N -0.848 -0.290 -0.974
H 3.768 -0.021 -0.611
H -1.284 0.292 1.600
H 0.044 1.352 1.450
H -2.356 1.268 -0.407
H -0.785 1.883 -0.923
H -0.455 -0.234 -1.946
*
```

Summary:
**HOMO**: -9.94 eV
**SMILES**: C#C[C@@]1(C#N)CCN1
**F_max**: 3.030 eV/Å
**Gap between HOMO and LUMO**: 10.75 eV


Record 10
Computed, not measured: one molecule with the formula C6H6N2 at a distorted geometry, with ωB97M-V/def2-TZVPD.

ORCA input file:
```
! wB97M-V def2-TZVPD RIJCOSX def2/J DEFGRID3
* xyz 0 1
C -1.981 -0.092 -0.279
C -0.431 -0.258 -0.488
C 0.300 0.800 0.438
C 0.716 -1.009 0.090
C 1.910 -0.362 -0.629
C 1.519 1.032 -0.400
H -0.232 -0.137 -1.675
H -0.331 1.868 0.610
H 1.535 -0.443 1.791
H 0.328 -2.074 -0.141
H 2.740 -0.891 -1.213
H 2.387 1.735 -0.526
N -3.147 0.138 -0.099
N 0.487 -0.243 1.351
*
```

Summary:
**HOMO**: -9.46 eV
**F_max**: 7.672 eV/Å
**Gap between HOMO and LUMO**: 9.63 eV


Record 11
Computed, not measured: one molecule with the formula C6H6N2O at a distorted geometry, with ωB97M-V/def2-TZVPD.

ORCA input file:
```
! wB97M-V def2-TZVPD RIJCOSX def2/J DEFGRID3
* xyz 0 1
C -0.511 1.281 -0.084
C 0.719 0.738 0.051
N 1.967 1.297 -0.095
C 2.749 0.304 0.017
O 2.220 -0.971 0.065
C 0.879 -0.734 0.077
N -0.069 -1.609 0.014
C -1.417 -1.125 -0.160
C -1.679 0.339 0.181
H -0.491 2.309 -0.266
H 3.803 0.459 0.053
H -2.002 -1.751 0.442
H -1.543 -1.438 -1.147
H -1.986 0.415 1.188
H -2.640 0.486 -0.334
*
```

Summary:
**HOMO**: -8.61 eV
**SMILES**: C1=c2ncoc2=NCC1
**F_max**: 3.925 eV/Å
**Gap between HOMO and LUMO**: 8.73 eV


Record 12
Computed, not measured: one molecule with the formula C6H6N2O at a distorted geometry, with ωB97M-V/def2-TZVPD.

ORCA input file:
```
! wB97M-V def2-TZVPD RIJCOSX def2/J DEFGRID3
* xyz 0 1
C 1.926 0.092 -0.214
C 1.488 1.343 -0.093
O 0.216 1.798 0.244
C -0.703 0.819 0.080
C -2.081 0.852 0.002
N -2.604 -0.380 -0.105
N -1.552 -1.200 0.052
C -0.372 -0.528 0.118
C 0.983 -1.110 0.204
H 2.953 -0.082 -0.432
H 2.049 2.100 -0.408
H -2.613 1.683 -0.252
H -1.702 -2.127 -0.077
H 1.152 -1.204 1.296
H 0.861 -2.057 -0.415
*
```

Summary:
**HOMO**: -8.38 eV
**SMILES**: C1=COc2cn[nH]c2C1
**F_max**: 4.112 eV/Å
**Gap between HOMO and LUMO**: 9.23 eV